1.
17
Properties=species:S:1:pos:R:3 method="wB97M-V/def2-TZVPD" total_charge=0 e_above_lowest_ev=4.4668 homo_ha="-0.3942 / -0.3942" gap_ev="8.574 / 8.573"
S 1.387 -2.211 -3.368
O 0.835 -0.855 1.170
O 2.635 -1.530 -3.313
O 0.216 -1.062 -2.378
O 1.185 -2.446 -1.057
N 1.101 -3.298 -4.342
C 0.400 -0.343 -0.148
C 0.594 -1.397 -1.229
C -1.169 -0.245 0.014
C 1.258 0.800 -0.592
H 0.572 -1.734 1.269
H -1.401 0.790 -0.360
H -1.534 -1.001 -0.548
H 2.120 0.515 -1.268
H -1.242 -0.406 1.047
H 0.674 1.560 -1.203
H 1.793 1.295 0.227

---

2.
26
Properties=species:S:1:pos:R:3 method="wB97M-V/def2-TZVPD" total_charge=0 homo_ha=-0.2603 gap_ev=6.610
Cs 0.332 2.191 -2.334
I -0.376 5.672 0.623
I 0.452 2.221 1.194
F 4.860 -1.015 -0.354
F 0.783 -3.194 -1.131
N -1.356 -0.112 -1.228
C -0.300 4.128 2.101
C 2.845 -2.145 -0.755
C -1.436 -1.830 0.420
C 1.462 -2.081 -0.754
C -2.815 -1.779 0.441
C 0.760 -0.940 -0.404
C 3.507 -0.991 -0.364
C -2.689 -0.070 -1.199
C 2.840 0.165 0.009
C -3.465 -0.872 -0.384
C 1.446 0.219 -0.005
C -0.729 -0.968 -0.417
H -3.169 0.642 -1.866
H -0.890 -2.513 1.057
H -1.310 4.026 2.484
H -3.378 -2.432 1.096
H -4.542 -0.787 -0.398
H 3.428 1.019 0.334
H 3.372 -3.042 -1.043
H 0.369 4.489 2.876

---

3.
30
Properties=species:S:1:pos:R:3 method="wB97M-V/def2-TZVPD" total_charge=0 e_above_lowest_ev=0.2872 homo_ha="-0.2628 / -0.3613" multiplicity=4 gap_ev="7.962 / 9.908" s_squared=3.761
O 2.040 2.388 0.180
O -1.257 -2.116 3.920
O -0.140 -2.050 3.754
C 0.548 -0.169 -1.730
C -0.516 -0.902 -0.811
C 0.022 1.107 0.690
C 0.060 -1.800 0.294
C 1.831 0.216 -0.926
C -0.459 1.025 -1.773
C 1.511 1.075 0.356
C -1.606 -1.659 -1.580
C -0.489 1.710 1.937
C -0.925 0.561 -0.354
H 0.823 -1.302 0.885
H -1.227 0.968 -2.554
H -1.998 0.686 -0.128
H 1.860 2.938 0.973
H 0.507 -2.695 -0.139
H 2.504 0.800 -1.560
H -0.430 1.003 2.762
H -2.008 -1.078 -2.408
H 0.026 2.009 -1.773
H 2.037 0.637 1.219
H -2.432 -1.910 -0.914
H 0.072 2.601 2.217
H 2.382 -0.691 -0.656
H -0.730 -2.109 0.980
H -1.533 2.006 1.831
H 0.733 -0.662 -2.701
H -1.205 -2.588 -1.989

---

4.
37
Properties=species:S:1:pos:R:3 method="wB97M-V/def2-TZVPD" total_charge=0 e_above_lowest_ev=0.6558 homo_ha=-0.3731 gap_ev=9.726
Ar -0.350 -0.008 0.250
O -0.775 0.269 3.807
O -2.410 2.796 -0.972
O -0.529 -2.954 -0.744
O -3.215 -1.524 -1.195
O 1.709 -1.702 -1.580
O 2.489 2.060 1.088
O -1.842 -0.473 -3.498
O 3.125 -0.767 0.529
O 0.855 0.645 -3.129
O 0.653 2.585 3.337
O 0.612 2.830 -0.886
O -1.574 -2.399 3.182
H 2.715 1.156 0.869
H 0.822 2.296 -0.120
H 1.366 2.400 2.725
H -3.745 -2.302 -1.366
H 2.225 -1.427 -0.822
H 4.062 -0.735 0.335
H -1.402 0.587 4.457
H 0.164 1.764 3.391
H 3.219 2.578 0.748
H -2.432 -2.263 2.782
H -1.129 -0.574 3.523
H 3.078 -1.085 1.431
H -2.364 -0.999 -2.892
H -1.721 -1.037 -4.262
H -1.479 2.841 -0.753
H 0.020 0.219 -3.325
H -0.196 -3.234 0.108
H 1.455 3.185 -1.170
H 0.217 -2.528 -1.165
H 0.649 1.264 -2.429
H 1.683 -0.929 -2.145
H -2.434 2.380 -1.834
H -2.373 -1.868 -0.896
H -1.148 -3.047 2.621

---

5.
98
Properties=species:S:1:pos:R:3 method="wB97M-V/def2-TZVPD" total_charge=0 e_above_lowest_ev=10.8173 homo_ha=-0.2909 gap_ev=8.094 smiles=Oc1ccc(O)cc1.Oc1ccc(O)cc1.Oc1ccc(O)cc1.Oc1ccc(O)cc1.Oc1ccc(O)cc1.Oc1ccc(O)cc1.Oc1ccc(O)cc1
O -4.609 2.247 -5.854
O -6.431 -1.212 6.910
O -1.401 -0.991 0.235
O -0.117 -4.845 -0.936
O -0.415 -5.682 4.499
O -4.089 1.061 2.292
O 1.876 2.308 -2.930
O 7.000 0.519 -1.902
O 5.661 -4.973 -2.114
O 2.327 6.229 2.016
O 0.513 0.148 -5.117
O -2.730 4.236 3.280
O 1.884 2.990 2.081
O 0.782 -2.243 -2.099
C -0.528 -6.669 2.409
C 4.668 -0.023 -2.226
C -0.554 -5.609 3.174
C -5.211 -1.388 4.757
C -0.371 -6.388 0.923
C 1.070 1.746 0.302
C -0.531 5.096 3.861
C 2.358 -3.446 -3.456
C -5.180 1.454 4.402
C -0.785 0.598 -5.308
C -0.203 -5.046 0.370
C -1.479 0.393 -6.509
C 0.936 5.953 2.213
C -4.597 -0.783 3.572
C -0.530 0.219 2.106
C 3.717 -4.133 -3.419
C -0.315 -4.251 2.675
C 0.625 5.695 3.602
C -1.625 4.771 2.936
C -0.626 -0.053 0.715
C 3.341 0.410 -2.566
C 5.530 2.274 -2.503
C -4.520 0.563 3.493
C 0.071 5.601 1.226
C -5.856 0.778 5.698
C 2.726 -3.012 -1.031
C 0.134 0.733 -0.197
C -3.397 1.757 -5.622
C 3.849 -3.841 -1.050
C 4.146 2.677 -2.745
C 3.089 1.790 -2.739
C -1.307 5.090 1.554
C -5.764 -0.600 5.765
C 1.089 1.966 1.741
C -0.120 -4.016 1.329
C -1.458 1.310 -4.190
C 0.309 1.283 2.541
C 5.663 0.917 -2.199
C 1.906 -2.945 -2.195
C -2.765 1.071 -6.713
C 4.437 -4.296 -2.156
C -2.665 1.965 -4.445
H 4.725 -0.990 -1.811
H -3.253 1.127 2.047
H -0.908 1.458 -3.159
H 0.172 5.663 -0.036
H -1.191 -0.062 2.851
H -0.871 4.910 4.906
H 0.537 1.514 3.577
H -0.043 -3.099 1.016
H -6.720 -2.120 6.632
H -5.207 -2.494 4.688
H -3.327 3.911 2.667
H -0.508 -6.406 5.099
H 0.641 -4.502 -1.239
H 1.945 -3.469 -4.543
H 6.259 -4.776 -1.444
H 1.430 3.374 2.855
H 0.389 -2.411 -3.098
H -3.320 0.837 -7.596
H -6.211 1.461 6.301
H -4.144 -1.412 2.882
H 0.005 0.808 -1.270
H -0.642 -7.651 2.852
H 1.052 0.359 -4.491
H 6.303 3.073 -2.368
H 4.003 -4.352 -4.263
H 2.614 6.078 1.087
H 2.294 -2.679 -0.140
H -1.966 5.095 0.672
H 1.274 5.879 4.398
H 2.528 -0.297 -2.737
H -0.317 -3.319 3.418
H 2.020 3.228 -2.936
H -1.102 -0.312 -7.364
H -3.174 2.409 -3.662
H 3.927 3.762 -2.872
H -1.357 -1.125 -0.728
H -0.428 -7.280 0.094
H -5.165 2.402 -5.006
H 1.751 2.315 -0.337
H -5.342 2.400 4.564
H 4.130 -3.937 -0.064
H 7.644 1.254 -1.910

---

6.
27
Properties=species:S:1:pos:R:3 method="wB97M-V/def2-TZVPD" total_charge=0 e_above_lowest_ev=0.6839 homo_ha=-0.3380 gap_ev=9.863 smiles="COC(=O)COc1nc(C)c(Br)c(OC)n1"
Br 2.821 1.938 -3.531
O -1.095 -0.395 0.311
O -2.858 -0.366 2.468
O -1.579 -1.993 3.445
O 3.389 -0.054 -1.246
N 1.167 -0.199 -0.376
N -0.599 0.972 -1.425
C -0.609 -0.963 1.565
C -3.828 -0.640 3.482
C -0.133 0.126 -0.521
C 2.051 0.311 -1.250
C 0.270 1.464 -2.278
C 1.604 1.201 -2.223
C 3.709 -1.220 -0.457
C -0.300 2.343 -3.381
C -1.745 -1.131 2.573
H -4.178 -1.655 3.367
H 2.983 -2.013 -0.535
H -0.146 3.383 -3.248
H -1.385 2.205 -3.416
H 0.196 -0.345 1.954
H 3.779 -0.936 0.602
H 0.091 2.006 -4.335
H 4.665 -1.610 -0.764
H -4.672 0.024 3.386
H -3.428 -0.510 4.458
H -0.167 -1.942 1.376